(1)
{"formula": "C4H6BrNO", "method": "the ωB97M-V functional and the def2-TZVPD basis", "e_above_lowest_kj_mol": 303.88, "total_charge": 0, "gap_ev": [6.8, 6.8], "e_lumo_ev": [-0.669, -0.669], "e_homo_ev": [-7.518, -7.518], "max_force_ev_per_a": 3.2, "elements": ["C", "C", "C", "C", "N", "O", "Br", "H", "H", "H", "H", "H", "H"], "xyz": [[-0.51529, -0.87720, -0.03976], [1.63193, -0.71184, -1.11076], [-0.34935, 0.45947, 0.23071], [-1.40692, 1.33898, 0.78797], [0.88444, -1.42086, -0.27559], [-1.58348, -1.48676, -0.05283], [1.51185, 1.31873, 0.24992], [1.20606, -0.42166, -2.02981], [2.66699, -0.78861, -1.12426], [-1.49603, 1.46622, 2.00167], [-2.42764, 0.79939, 0.63336], [-1.39835, 2.42908, 0.38960], [1.27578, -2.10495, 0.33979]], "forces_ev_per_a": [[0.2, 0.7, 0.1], [-1.8, -2.2, 1.5], [0.4, 1.5, 0.7], [-2.2, 1.1, 2.0], [-0.2, 0.0, -2.3], [1.1, -0.6, -0.1], [-1.3, 0.0, 0.1], [-0.8, 1.2, -0.5], [1.8, -0.4, 0.3], [0.9, -0.4, -2.6], [1.8, 1.1, -0.4], [-0.2, -2.0, 0.4], [0.3, 0.0, 0.6]]}


(2)
{"formula": "C4H6BrNO2S", "method": "the ωB97M-V functional and the def2-TZVPD basis", "e_above_lowest_kj_mol": 161.71, "total_charge": 0, "gap_ev": 9.6, "e_lumo_ev": 0.094, "e_homo_ev": -9.542, "max_force_ev_per_a": 2.5, "elements": ["C", "C", "C", "C", "N", "O", "O", "S", "Br", "H", "H", "H", "H", "H", "H"], "xyz": [[-1.85237, 1.08119, -0.29872], [-2.54295, 0.00297, 0.05929], [-0.42188, 0.83380, -0.43145], [-0.28139, -0.60640, -0.06318], [0.84876, -1.32356, -0.19351], [-2.15413, -1.90235, -1.44902], [-0.58761, -0.55071, 1.95140], [-1.76552, -1.59416, -0.06400], [-4.39342, 0.27886, 0.30483], [-2.41342, 2.04574, -0.50478], [-0.03210, 1.08230, -1.39397], [0.23184, 1.30226, 0.31306], [0.60222, -2.27064, -0.11059], [1.57769, -0.99649, 0.39449], [-1.33297, 0.04684, 2.11751]], "forces_ev_per_a": [[-1.6, 1.0, 0.1], [-1.3, 1.7, 0.2], [1.2, -0.4, 1.0], [0.2, -0.1, 2.3], [-0.9, 1.1, -0.5], [0.2, -0.9, -0.6], [0.4, 0.0, -2.5], [-1.1, 0.7, -0.3], [-0.2, -0.7, 0.1], [1.2, -1.2, 0.4], [0.3, -0.1, -0.8], [-0.3, 0.6, -0.1], [0.6, -1.6, 0.4], [1.0, 0.1, 0.3], [0.3, -0.1, 0.0]]}


(3)
{"formula": "C4H6BrNS", "method": "the ωB97M-V functional and the def2-TZVPD basis", "multiplicity": 3, "e_above_lowest_kj_mol": 194.77, "total_charge": 0, "gap_ev": [8.1, 7.3], "e_lumo_ev": [0.224, -0.898], "e_homo_ev": [-7.915, -8.243], "s2": 2.1277, "max_force_ev_per_a": 4.8, "elements": ["C", "C", "C", "C", "N", "S", "Br", "H", "H", "H", "H", "H", "H"], "xyz": [[-1.54847, 2.66574, 0.56427], [-0.58820, 1.87712, 0.09457], [1.44211, -0.41645, -0.38745], [0.29513, -2.79385, -0.43043], [-0.62654, 0.59355, -0.03177], [1.55761, -1.80615, 0.47675], [2.76184, 0.87966, -0.21153], [-1.49782, 3.68454, 0.77883], [-2.44916, 2.12226, 1.01438], [0.39956, 2.35333, -0.19124], [0.88327, -3.46061, -1.06784], [-0.48992, -2.19761, -0.85649], [-0.13940, -3.50153, 0.24793]], "forces_ev_per_a": [[-4.0, -1.4, 2.2], [4.0, 0.1, -1.5], [-0.6, 0.5, -1.0], [1.1, -0.7, 0.7], [-0.6, -1.1, 0.2], [-0.4, -0.4, 0.0], [0.3, 0.1, 0.5], [0.4, 1.5, -0.1], [1.1, 0.9, -0.9], [-0.9, -0.3, 0.1], [-0.3, 0.6, -0.6], [0.1, 0.4, -0.5], [-0.4, -0.1, 0.8]]}


(4)
{"formula": "C4H6Cl2", "method": "the ωB97M-V functional and the def2-TZVPD basis", "smiles": "ClC/C=C\\CCl", "e_above_lowest_kj_mol": 304.47, "total_charge": 0, "gap_ev": 11.1, "e_lumo_ev": 0.781, "e_homo_ev": -10.305, "max_force_ev_per_a": 16.4, "elements": ["Cl", "C", "C", "C", "C", "Cl", "H", "H", "H", "H", "H", "H"], "xyz": [[-2.73681, -0.65069, -0.16602], [-1.51192, 0.35871, 0.68864], [-0.66139, 1.00892, -0.41986], [0.63557, 1.10248, -0.38863], [1.57736, 0.48596, 0.63400], [2.68672, -0.72187, -0.15342], [-2.04012, 1.08604, 1.29688], [-0.88937, -0.25545, 1.37883], [-1.22755, 1.77580, -1.23721], [1.41561, 1.76657, -1.09317], [0.99490, 0.05120, 1.08029], [2.36027, 1.17288, 0.91998]], "forces_ev_per_a": [[0.1, -0.1, 0.5], [0.9, -0.2, -1.1], [-2.9, 2.9, -1.0], [5.6, 2.1, -1.7], [9.5, 7.4, -10.7], [-0.3, -0.3, -0.2], [-0.1, 0.1, -0.2], [-0.7, 0.2, -0.7], [1.3, -2.6, 2.4], [-3.1, -1.6, 1.1], [-9.5, -8.4, 10.5], [-0.9, 0.3, 1.2]]}


(5)
{"formula": "C4H6Cl2O2S", "method": "the ωB97M-V functional and the def2-TZVPD basis", "multiplicity": 3, "total_charge": 0, "gap_ev": [7.7, 8.2], "e_lumo_ev": [0.728, -2.676], "e_homo_ev": [-7.002, -10.868], "s2": 2.0080, "max_force_ev_per_a": 3.9, "elements": ["C", "C", "C", "C", "O", "O", "S", "Cl", "Cl", "H", "H", "H", "H", "H", "H"], "xyz": [[0.06912, 0.76567, 0.04904], [0.53282, -0.43749, 0.83991], [-1.19055, 0.42274, -0.67976], [-0.42613, -1.47077, -1.62507], [0.52670, -3.04331, 0.29701], [2.09977, -1.61014, -0.95672], [0.80925, -1.79592, -0.35245], [-1.70978, 1.47151, -1.92158], [-1.68657, -2.59607, -1.71766], [-0.10156, 1.61316, 0.72322], [0.84313, 1.04558, -0.66803], [1.47588, -0.27189, 1.35248], [-0.21158, -0.79378, 1.54372], [-2.01146, 0.00166, -0.10867], [-0.00358, -1.15274, -2.56778]], "forces_ev_per_a": [[-0.2, -0.1, -0.5], [0.1, -0.7, -0.6], [-1.4, 3.0, 1.8], [1.7, -3.3, -0.8], [-0.3, 0.0, 0.0], [-0.1, 0.4, -0.3], [0.0, 0.2, 0.7], [0.1, -0.2, -0.1], [0.0, 0.5, 0.0], [0.1, 0.0, -0.1], [0.1, 0.2, 0.0], [0.1, -0.1, 0.0], [-0.1, -0.1, 0.1], [0.0, -0.2, -0.2], [-0.1, 0.3, 0.0]]}


(6)
{"formula": "C4H6ClF", "method": "the ωB97M-V functional and the def2-TZVPD basis", "e_above_lowest_kj_mol": 297.40, "total_charge": 0, "gap_ev": 11.2, "e_lumo_ev": 1.006, "e_homo_ev": -10.191, "max_force_ev_per_a": 6.4, "elements": ["C", "C", "C", "C", "H", "H", "H", "H", "H", "H", "F", "Cl"], "xyz": [[0.04001, 0.31809, -1.04801], [-0.98924, 0.73221, 0.09906], [0.16635, 0.12187, 0.95673], [0.49396, -0.90088, -0.29744], [0.91276, 1.09924, -0.66868], [-1.04307, 1.86117, 0.14692], [-1.98549, 0.00021, 0.24621], [-0.08263, -0.52684, 1.94150], [0.91108, 0.75884, 1.21606], [-0.29548, -1.94035, 0.03835], [-0.21403, 0.08592, -2.28172], [2.08577, -1.60947, -0.34897]], "forces_ev_per_a": [[1.5, 0.3, 4.2], [-0.2, -1.4, -0.1], [-3.0, -5.3, 1.9], [-2.6, -1.3, 4.9], [-1.6, -1.4, -2.6], [-0.8, -1.5, 0.2], [2.6, 2.5, -0.7], [0.2, 1.8, -2.2], [2.3, 1.9, 0.5], [2.0, 3.5, -1.9], [-0.8, 0.8, -3.7], [0.5, 0.2, -0.5]]}


(7)
{"formula": "C4H6ClF", "method": "the ωB97M-V functional and the def2-TZVPD basis", "smiles": "C/C(=C\\Cl)CF", "e_above_lowest_kj_mol": 45.95, "total_charge": 0, "gap_ev": 10.3, "e_lumo_ev": 0.905, "e_homo_ev": -9.353, "max_force_ev_per_a": 2.8, "elements": ["C", "C", "C", "Cl", "C", "F", "H", "H", "H", "H", "H", "H"], "xyz": [[-1.11796, -1.10114, -1.07830], [0.14333, -0.49719, -0.45167], [0.09201, 0.51496, 0.39247], [-1.45184, 1.24542, 0.91564], [1.44633, -1.09158, -0.60416], [2.40022, -0.21992, -0.06023], [-1.88013, -0.34649, -1.31214], [-1.54913, -1.84718, -0.41263], [-0.90186, -1.61663, -2.03551], [0.96281, 1.05227, 0.72897], [1.42433, -1.97289, 0.08744], [1.64109, -1.41223, -1.62995]], "forces_ev_per_a": [[0.7, -0.2, -0.5], [-2.7, 0.9, 0.1], [-1.3, 1.2, 0.1], [0.9, -0.3, -0.4], [0.9, -1.4, 1.0], [0.4, -0.7, -0.9], [0.4, -0.1, 0.3], [-0.1, 0.0, 0.1], [0.1, 0.2, 0.5], [-0.2, -0.1, 0.4], [0.4, 0.2, -0.8], [0.6, 0.3, 0.1]]}


(8)
{"formula": "C4H6ClF2N3S", "method": "the ωB97M-V functional and the def2-TZVPD basis", "e_above_lowest_kj_mol": 76.47, "total_charge": 0, "gap_ev": 8.5, "e_lumo_ev": 0.315, "e_homo_ev": -8.143, "max_force_ev_per_a": 5.7, "elements": ["C", "C", "C", "C", "N", "N", "N", "F", "F", "S", "Cl", "H", "H", "H", "H", "H", "H"], "xyz": [[-1.06607, -1.48770, -0.40018], [0.11944, -2.29344, 0.09246], [1.13032, 1.73986, 0.76854], [-2.15629, -1.15031, 0.53382], [-1.33728, -1.20974, -1.58592], [1.63460, -0.04990, -0.55028], [1.48980, 1.16051, -0.31821], [-2.48804, -2.05973, 1.45001], [-1.77624, -0.03638, 1.34213], [1.54170, -1.27460, 0.71206], [0.66271, -3.43890, -1.19755], [0.03169, -2.87349, 0.99682], [-0.64383, -1.20698, -2.28691], [0.98384, 2.84286, 0.71918], [1.21815, 0.98782, 1.60959], [-2.98949, -0.84326, -0.00067], [1.76454, 1.78368, -1.20278]], "forces_ev_per_a": [[0.7, -1.7, 0.0], [1.9, 0.9, -0.2], [0.4, 0.9, 1.7], [0.8, 1.8, 2.7], [-1.3, 1.7, 0.3], [1.4, -5.2, -1.9], [0.0, 3.8, -1.6], [0.0, -1.2, 0.1], [0.1, -0.7, -1.0], [-0.8, 1.4, -1.0], [-0.2, 0.2, 0.2], [-1.0, -0.3, 0.1], [1.3, -1.0, -0.7], [0.2, -1.3, 0.6], [-0.9, 1.8, -0.5], [-1.7, 0.5, -1.1], [-1.1, -1.6, 2.3]]}


(9)
{"formula": "C4H6ClI", "method": "the ωB97M-V functional and the def2-TZVPD basis", "smiles": "C/C(I)=C/CCl", "e_above_lowest_kj_mol": 13.85, "total_charge": 0, "gap_ev": 9.7, "e_lumo_ev": 0.461, "e_homo_ev": -9.216, "max_force_ev_per_a": 4.6, "elements": ["C", "C", "I", "C", "C", "Cl", "H", "H", "H", "H", "H", "H"], "xyz": [[-0.60672, 1.41658, 0.34372], [-0.60903, -0.01030, -0.00502], [-2.50474, -0.91252, -0.09016], [0.51327, -0.71754, -0.31216], [0.82105, -2.17368, -0.77542], [2.32962, -3.07555, -0.13131], [-1.16299, 2.00916, -0.46034], [0.35047, 1.79170, 0.55140], [-1.39603, 1.53625, 1.21816], [1.50479, -0.29144, -0.34849], [0.90589, -2.15796, -1.83953], [-0.13367, -2.86258, -0.50857]], "forces_ev_per_a": [[-4.5, 0.7, 0.4], [2.1, -2.2, -0.9], [0.2, 0.0, 0.0], [0.4, -1.0, 0.1], [-3.7, -1.3, 1.7], [-1.4, 1.3, -0.4], [1.1, -0.6, 0.8], [1.2, 0.6, 0.4], [2.0, 0.0, -1.2], [-0.1, 1.3, 0.5], [0.3, -0.2, -0.6], [2.4, 1.4, -0.6]]}


Which formula does entry 7 have?
C4H6ClF